# 1
A structure of composition C33H44I2N4NiSbTe, computed with wB97M-V/def2-TZVPD.

Element x y z (Å)
H  -3.660  -0.636  0.188
H  1.805  -2.595  0.882
H  -3.169  4.884  -1.635
H  2.145  0.739  6.243
H  -3.372  -0.900  2.972
H  -3.576  -2.183  -2.245
H  1.554  -0.401  2.131
H  -3.376  2.913  -3.112
Ni  -0.472  0.052  0.207
C  -1.504  2.574  0.215
H  -1.926  4.662  0.529
C  3.905  2.611  1.534
C  -2.464  -1.159  3.521
H  0.487  -3.147  -1.319
C  -2.833  2.822  -2.174
H  -4.937  -1.713  -0.408
H  -4.326  -4.194  -0.940
C  1.465  -3.551  1.287
C  0.390  1.231  2.822
C  2.616  3.560  -0.001
H  2.076  4.246  -0.634
H  -3.113  -3.755  4.288
H  -2.723  -1.220  4.588
H  6.668  -1.659  -1.777
H  -4.046  -4.294  0.797
C  0.667  1.842  5.141
C  0.121  -3.944  0.671
H  0.111  -2.019  3.843
H  -0.971  -2.812  4.987
C  -1.617  1.394  -0.588
C  3.557  3.832  1.011
H  -0.744  2.764  3.797
H  6.158  0.717  -2.260
H  -0.202  -3.756  3.711
Sb  -1.202  -2.174  0.965
C  -0.346  -5.271  1.260
H  0.382  -6.058  1.009
H  0.386  2.453  5.991
H  2.221  -4.311  1.043
H  -2.586  -4.543  2.794
H  -2.357  0.783  -2.528
C  3.288  -1.742  -1.492
H  -2.091  -1.382  -1.715
C  -2.910  -3.591  3.220
C  -2.999  -2.666  -0.219
I  0.181  -1.230  -3.857
H  1.414  -3.461  2.376
H  -2.806  -4.840  -0.335
H  -1.759  -0.336  3.398
N  -0.845  2.489  1.415
C  1.362  0.244  2.983
H  3.823  1.507  -2.251
C  -2.732  3.939  -1.336
I  4.245  5.683  1.630
N  2.411  2.258  -0.085
C  1.655  0.876  5.287
C  1.993  0.072  4.207
C  4.601  -2.193  -1.505
H  4.568  2.338  2.339
C  5.357  0.021  -2.042
H  -4.390  -1.845  1.266
H  -0.565  -4.559  -1.300
H  -1.310  -5.588  0.862
H  -0.427  -5.241  2.347
H  -2.066  -3.089  -2.165
C  -1.867  -2.491  3.054
C  2.994  -0.405  -1.751
C  0.310  -4.104  -0.831
H  3.168  0.703  0.943
C  -2.267  1.608  -1.825
N  -0.216  1.378  1.552
C  4.039  0.466  -2.040
C  -0.655  -2.789  3.935
N  3.195  1.704  0.839
C  5.641  -1.310  -1.772
H  2.739  -0.705  4.326
C  -2.651  -2.315  -1.668
H  2.487  -2.439  -1.286
C  -4.054  -1.651  0.243
C  -3.565  -4.077  -0.155
C  0.029  2.023  3.922
H  -3.853  -3.313  2.753
H  4.811  -3.238  -1.304
C  -2.056  3.817  -0.140
Te  0.976  0.368  -1.662
H  1.167  -4.760  -1.038

Results
Total charge: -1
Orbital gap (alpha / beta), eV: 5.00 / 5.02
2S+1: 1
HOMO (alpha / beta), eV: -3.01 / -3.03
Strongest force on any atom, hartree/bohr: 0.016

# 2
A structure of composition C33H44KN4S4, computed with wB97M-V/def2-TZVPD.

Element x y z (Å)
C  -4.127  -3.632  0.212
C  2.045  -0.952  -2.113
H  3.069  -5.314  -1.957
C  -4.983  -3.358  -0.852
H  3.431  -2.709  1.288
N  -2.724  -1.769  -0.335
C  -0.181  -4.402  -1.557
H  -1.090  -4.987  -1.688
H  -5.292  -1.992  -2.488
H  -1.049  -0.038  -5.894
C  -1.059  0.222  -3.765
C  2.169  -2.143  -1.378
H  3.797  1.835  2.784
C  -1.368  0.733  4.366
H  -0.021  -7.012  -0.949
C  -2.272  4.437  -1.773
H  -6.611  -4.012  -2.098
H  -0.581  -3.385  2.735
C  0.326  -2.808  2.935
C  -6.204  -4.193  -1.104
H  0.888  -1.067  4.074
H  -0.112  -3.615  -2.300
C  -1.237  0.641  -5.074
H  1.997  0.093  -3.998
H  -1.693  0.217  5.271
C  0.894  -6.454  -0.762
H  -2.377  4.930  -2.728
H  -3.286  -0.645  -1.962
H  2.489  -4.492  -0.474
H  -0.468  -1.996  4.745
H  -0.276  2.071  5.629
C  3.179  -0.595  1.433
C  -0.017  -1.619  3.823
C  -3.030  -2.819  0.429
C  -1.652  1.944  -5.284
H  4.140  -0.386  1.908
H  2.938  2.660  1.483
C  -1.672  2.259  -2.906
C  -1.913  3.095  -1.687
H  1.759  -7.101  -0.893
H  2.626  -4.129  -4.182
H  2.358  2.582  4.461
H  1.898  -0.008  -1.583
H  3.285  -0.505  0.354
H  -4.321  -4.465  0.876
N  -1.266  1.000  -2.706
H  0.886  -6.051  0.248
H  -2.772  6.201  -0.664
N  -1.772  2.487  -0.506
C  2.345  -3.264  -2.212
H  -6.980  -3.954  -0.375
H  -0.138  -3.959  -0.565
C  -4.667  -2.263  -1.647
C  -1.873  2.761  -4.189
C  2.310  -2.011  -4.264
H  0.752  0.913  4.784
C  2.807  2.081  2.397
H  -2.203  3.777  -4.346
H  0.973  -5.680  -2.655
C  -2.494  5.157  -0.612
S  1.916  0.545  2.051
H  2.308  3.944  3.363
S  -1.202  -0.492  3.044
C  2.053  2.889  3.462
C  2.100  -0.867  -3.503
H  2.812  -2.171  2.866
H  -2.513  5.043  1.544
H  -2.192  1.382  4.064
C  -2.355  4.523  0.610
C  2.347  -4.604  -1.547
H  2.388  -1.954  -5.343
S  0.236  2.798  3.399
S  1.059  -2.480  1.290
H  -1.855  2.650  1.535
H  0.986  -3.473  3.496
C  -3.543  -1.506  -1.354
K  -0.541  0.024  -0.060
H  -5.981  -5.255  -1.007
H  -0.720  -0.786  -3.555
C  -1.991  3.186  0.603
H  -2.368  -3.007  1.269
H  -1.804  2.323  -6.285
C  2.755  -2.017  1.787
N  0.990  -5.313  -1.704
C  2.438  -3.224  -3.606
C  -0.120  1.556  4.680

Results
Total charge: +1
Orbital gap, eV: 6.75
2S+1: 1
HOMO, eV: -8.65
Strongest force on any atom, hartree/bohr: 0.005